[1]
Formula: C46H27Cl4N4OSn
Source: the OMol25 dataset
Level of theory: ωB97M-V with the def2-TZVPD basis set

Last column: Mulliken charge in e.
Atoms and positions in Å:
Sn (-0.84, -0.03, -0.77)  0.68
Cl (6.29, 2.19, -6.50)  -0.25
C (5.13, 1.78, -5.26)  0.46
C (5.58, 1.52, -3.97)  -0.92
C (4.66, 1.20, -2.99)  0.24
C (3.30, 1.15, -3.28)  -0.90
C (2.87, 1.42, -4.58)  0.20
C (3.79, 1.74, -5.57)  -1.01
C (2.28, 0.82, -2.24)  1.41
C (1.49, 1.88, -1.76)  0.20
C (1.73, 3.27, -2.04)  -1.46
C (0.84, 3.98, -1.31)  -1.13
C (0.06, 3.04, -0.54)  0.18
C (-0.83, 3.41, 0.46)  1.34
C (-1.16, 4.86, 0.58)  -0.81
C (-2.33, 5.36, 0.03)  0.20
C (-2.66, 6.70, 0.15)  -0.95
C (-1.80, 7.55, 0.83)  0.46
Cl (-2.21, 9.24, 0.98)  -0.24
C (-0.63, 7.08, 1.38)  -0.93
C (-0.31, 5.73, 1.26)  0.29
C (-1.41, 2.56, 1.41)  0.09
N (-1.23, 1.22, 1.45)  -0.14
C (-1.97, 0.75, 2.48)  0.12
C (-2.10, -0.60, 2.84)  1.50
C (-3.00, -0.91, 3.99)  -0.55
C (-4.38, -0.76, 3.87)  0.09
C (-5.23, -1.04, 4.94)  -0.93
C (-4.68, -1.48, 6.13)  0.44
Cl (-5.73, -1.84, 7.48)  -0.24
C (-3.31, -1.64, 6.27)  -0.94
C (-2.48, -1.35, 5.20)  0.09
C (-1.48, -1.68, 2.21)  0.12
C (-1.71, -3.07, 2.58)  -1.16
C (-0.93, -3.82, 1.76)  -1.37
C (-0.23, -2.89, 0.90)  0.28
N (-0.59, -1.62, 1.18)  -0.32
C (0.73, -3.24, -0.07)  1.49
C (1.43, -2.34, -0.86)  0.24
C (2.58, -2.71, -1.67)  -1.36
C (3.03, -1.58, -2.26)  -1.32
C (2.16, -0.50, -1.83)  0.27
N (1.19, -1.00, -1.01)  -0.09
C (1.06, -4.69, -0.21)  -0.85
C (1.81, -5.34, 0.76)  0.20
C (2.13, -6.69, 0.63)  -0.95
C (1.69, -7.38, -0.48)  0.43
Cl (2.08, -9.07, -0.66)  -0.24
C (0.94, -6.75, -1.47)  -1.01
C (0.63, -5.41, -1.32)  0.29
C (-2.63, 1.86, 3.17)  -1.22
C (-2.28, 2.98, 2.49)  -1.26
N (0.47, 1.76, -0.88)  -0.04
H (6.64, 1.56, -3.75)  0.40
H (4.99, 1.00, -1.98)  0.47
H (1.81, 1.37, -4.80)  0.53
H (3.46, 1.95, -6.58)  0.41
H (2.49, 3.65, -2.70)  0.45
H (0.74, 5.05, -1.27)  0.46
H (-2.99, 4.69, -0.50)  0.51
H (-3.57, 7.09, -0.28)  0.40
H (0.03, 7.76, 1.91)  0.40
H (0.60, 5.35, 1.69)  0.47
H (-4.80, -0.41, 2.93)  0.48
H (-6.30, -0.92, 4.84)  0.40
H (-2.90, -1.98, 7.22)  0.40
H (-1.41, -1.47, 5.30)  0.47
H (-2.38, -3.42, 3.34)  0.44
H (-0.84, -4.89, 1.74)  0.45
H (3.00, -3.70, -1.74)  0.42
H (3.88, -1.47, -2.91)  0.49
H (2.15, -4.79, 1.63)  0.48
H (2.72, -7.20, 1.39)  0.40
H (0.61, -7.31, -2.33)  0.41
H (0.06, -4.90, -2.08)  0.45
H (-3.26, 1.78, 4.03)  0.44
H (-2.59, 3.99, 2.71)  0.42
C (-0.69, -1.85, -3.57)  -1.13
C (-0.62, -0.39, -3.12)  0.55
O (-0.59, 0.47, -3.99)  -0.66
H (-1.06, -1.92, -4.60)  0.44
H (-1.32, -2.45, -2.90)  0.25
H (0.32, -2.27, -3.53)  0.13

Values from the calculation:
2S+1	1
HOMO energy (spin up / spin down)	-3.0 / -3.0	eV
energy	-112071.70439	eV
charge	-1

[2]
Formula: C46H28AlF4N6P2S2
Source: the OMol25 dataset
Level of theory: ωB97M-V with the def2-TZVPD basis set

Last column: Mulliken charge in e.
Atoms and positions in Å:
Al (-10.94, -20.08, -2.89)  0.44
S (-12.17, -21.66, -1.71)  -0.65
P (-11.29, -22.85, -3.16)  0.63
C (-10.23, -21.67, -3.89)  -1.02
P (-9.37, -21.87, -5.41)  1.72
S (-10.19, -21.00, -7.03)  -0.32
C (-9.25, -23.64, -5.78)  0.29
C (-8.17, -24.41, -5.34)  -0.34
C (-8.07, -25.75, -5.67)  -0.62
C (-9.06, -26.39, -6.42)  -0.59
C (-10.19, -25.68, -6.83)  -0.96
C (-10.27, -24.29, -6.53)  -0.32
C (-7.65, -21.33, -5.21)  0.03
C (-6.93, -20.90, -6.31)  -0.92
C (-5.61, -20.49, -6.20)  -0.62
C (-4.97, -20.54, -5.00)  -0.64
C (-5.67, -20.86, -3.84)  -0.90
C (-7.02, -21.23, -3.95)  -0.36
C (-10.48, -24.18, -2.18)  0.11
C (-10.03, -23.91, -0.90)  -0.72
C (-9.20, -24.79, -0.22)  -0.81
C (-8.88, -25.99, -0.82)  -0.60
C (-9.38, -26.31, -2.07)  -0.91
C (-10.12, -25.39, -2.79)  0.40
C (-12.58, -23.62, -4.18)  0.90
C (-13.12, -24.87, -3.70)  -0.56
C (-14.20, -25.42, -4.34)  -0.78
C (-14.71, -24.80, -5.50)  -0.60
C (-14.15, -23.61, -5.99)  -0.57
C (-13.11, -23.00, -5.31)  -0.18
H (-7.37, -23.97, -4.70)  0.22
H (-7.19, -26.29, -5.33)  0.44
H (-8.96, -27.43, -6.67)  0.43
H (-10.94, -26.17, -7.46)  0.44
H (-11.06, -23.70, -6.93)  0.53
H (-7.39, -20.89, -7.28)  0.55
H (-5.07, -20.19, -7.08)  0.58
H (-3.92, -20.30, -4.84)  0.39
H (-5.13, -20.71, -2.91)  0.48
H (-7.56, -21.58, -3.06)  0.87
H (-10.32, -22.99, -0.34)  0.30
H (-8.97, -24.68, 0.83)  0.41
H (-8.35, -26.71, -0.24)  0.42
H (-9.14, -27.28, -2.48)  0.43
H (-10.45, -25.56, -3.86)  0.42
H (-12.63, -25.29, -2.83)  0.47
H (-14.54, -26.37, -4.03)  0.45
H (-15.52, -25.28, -6.03)  0.42
H (-14.50, -23.13, -6.90)  0.45
H (-12.67, -22.07, -5.67)  0.37
N (-9.23, -19.51, -1.96)  0.01
C (-9.31, -18.33, -1.07)  0.18
C (-8.36, -17.80, -0.24)  -0.58
C (-8.67, -16.68, 0.53)  -0.76
C (-9.93, -16.15, 0.51)  -0.91
C (-10.90, -16.59, -0.40)  0.70
C (-12.16, -15.92, -0.54)  -0.56
C (-12.97, -16.36, -1.57)  -0.95
C (-12.66, -17.59, -2.18)  0.07
N (-11.54, -18.26, -1.98)  0.14
C (-10.61, -17.72, -1.16)  0.27
H (-8.51, -19.30, -2.70)  0.22
H (-8.82, -20.30, -1.54)  0.52
H (-7.39, -18.24, -0.20)  0.53
H (-7.92, -16.31, 1.19)  0.45
H (-10.13, -15.25, 1.10)  0.36
H (-12.37, -15.09, 0.13)  0.45
H (-13.82, -15.72, -1.87)  0.40
H (-13.39, -18.03, -2.87)  0.53
F (-10.16, -16.72, -9.43)  -0.30
C (-9.11, -16.97, -8.63)  -0.16
C (-7.88, -16.83, -9.13)  0.18
F (-7.79, -16.60, -10.46)  -0.29
C (-6.69, -16.98, -8.35)  0.37
C (-6.88, -17.23, -6.98)  0.31
C (-8.11, -17.49, -6.52)  0.45
F (-8.25, -17.64, -5.19)  -0.38
C (-9.30, -17.46, -7.31)  0.72
C (-10.52, -17.92, -6.83)  0.00
C (-10.70, -18.58, -5.56)  1.59
N (-10.92, -18.87, -4.48)  -0.26
C (-11.80, -17.86, -7.48)  -0.80
N (-12.84, -17.89, -7.97)  -0.46
F (-5.85, -17.08, -6.14)  -0.36
C (-5.41, -16.86, -8.87)  0.90
C (-5.16, -16.43, -10.20)  -0.21
N (-4.94, -16.06, -11.28)  -0.43
C (-4.24, -17.18, -8.10)  -0.06
N (-3.36, -17.49, -7.43)  -0.49

Values from the calculation:
2S+1	1
HOMO energy (spin up / spin down)	-10.0 / -9.9	eV
energy	-114806.82324	eV
charge	+1

[3]
Formula: C46H29N9O2Pd
Source: the OMol25 dataset
Level of theory: ωB97M-V with the def2-TZVPD basis set

Last column: Löwdin spin population.
Atoms and positions in Å:
Pd (-0.08, 1.89, -0.08)  0.00
C (6.47, 2.21, -0.45)  0.02
C (6.42, 1.24, 0.55)  0.04
C (5.21, 0.77, 1.03)  0.02
C (4.05, 1.30, 0.48)  0.05
C (2.64, 1.06, 0.77)  0.15
N (2.22, 0.22, 1.75)  0.08
C (0.95, 0.07, 2.04)  0.08
C (0.49, -0.76, 3.18)  0.02
C (1.19, -1.44, 4.15)  0.01
C (0.45, -2.11, 5.13)  0.02
C (-0.94, -2.07, 5.13)  0.00
C (-1.64, -1.37, 4.15)  0.02
C (-0.90, -0.72, 3.18)  0.01
C (-1.28, 0.15, 2.06)  0.15
N (-2.52, 0.44, 1.76)  -0.01
C (-2.88, 1.31, 0.81)  0.23
N (-2.06, 2.04, -0.02)  -0.01
C (-2.79, 2.84, -0.80)  0.14
N (-2.38, 3.70, -1.74)  0.08
C (-1.10, 3.87, -2.03)  0.07
N (-0.03, 3.27, -1.50)  0.05
C (1.13, 3.79, -2.05)  0.14
N (2.37, 3.49, -1.77)  0.00
C (2.73, 2.59, -0.85)  0.24
N (1.90, 1.82, -0.05)  -0.01
C (4.10, 2.26, -0.53)  0.03
C (5.32, 2.74, -1.00)  0.04
C (0.75, 4.82, -3.03)  0.00
C (1.49, 5.65, -3.85)  0.02
C (0.80, 6.54, -4.66)  0.00
C (-0.60, 6.59, -4.65)  0.02
C (-1.34, 5.74, -3.83)  0.01
C (-0.64, 4.87, -3.03)  0.02
C (-4.21, 2.64, -0.47)  0.05
C (-5.35, 3.25, -0.95)  0.01
C (-6.57, 2.85, -0.40)  0.05
C (-6.62, 1.88, 0.61)  0.01
C (-5.47, 1.28, 1.09)  0.04
C (-4.26, 1.67, 0.53)  0.03
N (-0.13, 0.58, 1.43)  0.05
H (7.44, 2.56, -0.80)  0.00
H (7.35, 0.85, 0.96)  0.00
H (5.15, 0.03, 1.82)  0.00
H (2.27, -1.45, 4.16)  0.00
H (0.97, -2.65, 5.92)  0.00
H (-1.49, -2.59, 5.91)  0.00
H (-2.72, -1.31, 4.15)  0.00
H (5.35, 3.51, -1.77)  0.00
H (2.57, 5.60, -3.84)  0.00
H (1.35, 7.21, -5.31)  0.00
H (-1.10, 7.29, -5.30)  0.00
H (-2.42, 5.76, -3.81)  0.00
H (-5.30, 4.00, -1.72)  0.00
H (-7.49, 3.31, -0.75)  0.00
H (-7.58, 1.60, 1.02)  0.00
H (-5.50, 0.54, 1.88)  0.00
C (2.09, -3.62, 1.30)  0.00
O (0.68, -3.56, 1.14)  0.00
C (-0.01, -4.72, 1.15)  0.00
C (0.51, -5.94, 1.55)  0.00
C (-0.29, -7.08, 1.58)  0.00
C (-1.62, -7.01, 1.21)  0.00
C (-2.14, -5.79, 0.78)  0.00
C (-1.35, -4.66, 0.74)  0.00
N (-1.95, -3.43, 0.34)  0.00
C (-1.44, -2.45, -0.43)  0.00
C (-0.39, -2.48, -1.29)  0.00
C (0.31, -3.66, -1.74)  0.00
C (1.46, -3.56, -2.43)  0.00
C (2.02, -2.26, -2.69)  0.00
C (1.38, -1.12, -2.36)  0.00
C (0.07, -1.15, -1.74)  0.00
O (-0.59, -0.13, -1.53)  0.00
H (2.46, -2.61, 1.16)  0.00
H (2.53, -4.27, 0.53)  0.00
H (2.37, -3.97, 2.29)  0.00
H (1.54, -6.01, 1.86)  0.00
H (0.13, -8.02, 1.90)  0.00
H (-2.25, -7.89, 1.23)  0.00
H (-3.17, -5.72, 0.45)  0.00
H (-2.80, -3.20, 0.82)  0.00
H (-1.94, -1.49, -0.32)  0.00
H (-0.12, -4.64, -1.54)  0.00
H (1.96, -4.45, -2.78)  0.00
H (2.99, -2.19, -3.19)  0.00
H (1.80, -0.14, -2.59)  0.00

Values from the calculation:
2S+1	3
HOMO energy (spin up / spin down)	-5.6 / -7.6	eV
energy	-69160.73632	eV

[4]
Formula: C46H31BrFO8Si
Source: the OMol25 dataset
Level of theory: ωB97M-V with the def2-TZVPD basis set

Last column: Mulliken charge in e.
Atoms and positions in Å:
C (7.08, 1.07, 4.60)  -0.95
C (6.10, 1.81, 3.57)  -0.45
C (4.56, 1.89, 4.07)  -0.28
Br (3.67, 3.18, 2.80)  -0.14
Si (3.67, 0.20, 4.15)  0.44
F (3.95, -0.43, 5.74)  -0.40
C (1.78, 0.25, 3.87)  0.52
O (1.05, -0.25, 4.81)  -0.70
O (1.14, 0.77, 2.78)  -0.66
H (7.96, 0.63, 4.02)  0.27
H (7.43, 1.86, 5.36)  0.30
H (6.61, 0.22, 5.18)  0.24
H (6.45, 2.90, 3.51)  0.35
H (6.11, 1.38, 2.51)  0.22
H (4.60, 2.45, 5.07)  0.41
H (4.26, -0.70, 3.15)  -0.10
C (-0.38, -2.39, 2.41)  -0.24
C (-1.68, -2.34, 1.90)  -0.47
C (-1.93, -2.72, 0.59)  0.14
C (-0.88, -3.14, -0.23)  -0.12
C (0.43, -3.16, 0.27)  0.35
C (0.67, -2.79, 1.59)  -0.90
C (1.56, -3.54, -0.60)  0.69
O (2.70, -3.57, -0.17)  -0.70
C (1.29, -3.90, -2.01)  0.10
C (2.35, -4.21, -2.86)  -0.68
C (2.10, -4.56, -4.19)  -0.44
C (0.80, -4.60, -4.67)  -0.52
C (-0.26, -4.29, -3.83)  -0.41
C (-0.02, -3.92, -2.50)  0.10
C (-1.15, -3.55, -1.62)  0.44
O (-2.30, -3.59, -2.04)  -0.72
H (-0.19, -2.10, 3.44)  0.34
H (-2.50, -2.01, 2.53)  0.54
H (-2.94, -2.69, 0.20)  0.24
H (1.68, -2.82, 1.99)  0.51
H (3.37, -4.18, -2.50)  0.47
H (2.93, -4.80, -4.85)  0.39
H (0.60, -4.88, -5.70)  0.39
H (-1.28, -4.32, -4.20)  0.44
C (-8.53, -0.65, 4.99)  -0.53
C (-9.83, -0.60, 4.48)  -0.44
C (-10.08, -0.98, 3.17)  -0.62
C (-9.02, -1.40, 2.35)  0.22
C (-7.72, -1.42, 2.85)  0.09
C (-7.48, -1.05, 4.17)  -0.43
C (-6.59, -1.81, 1.98)  0.46
O (-5.45, -1.83, 2.41)  -0.66
C (-6.86, -2.16, 0.57)  -0.14
C (-5.80, -2.47, -0.28)  -0.36
C (-6.04, -2.82, -1.61)  -0.40
C (-7.35, -2.86, -2.09)  -0.42
C (-8.41, -2.55, -1.24)  -0.70
C (-8.17, -2.19, 0.08)  0.48
C (-9.30, -1.82, 0.96)  0.53
O (-10.45, -1.85, 0.54)  -0.69
H (-8.34, -0.36, 6.02)  0.40
H (-10.64, -0.28, 5.12)  0.39
H (-11.09, -0.95, 2.78)  0.45
H (-6.47, -1.08, 4.57)  0.48
H (-4.78, -2.44, 0.08)  0.52
H (-5.22, -3.06, -2.27)  0.53
H (-7.55, -3.14, -3.12)  0.39
H (-9.43, -2.58, -1.62)  0.45
C (2.48, 2.09, -1.11)  -0.63
C (3.73, 1.90, -0.51)  -0.49
C (4.81, 2.66, -0.92)  -0.67
C (4.66, 3.61, -1.94)  0.38
C (3.42, 3.78, -2.55)  0.23
C (2.32, 3.02, -2.13)  -0.60
C (3.25, 4.74, -3.66)  0.59
O (2.17, 4.89, -4.20)  -0.68
C (4.43, 5.51, -4.13)  0.17
C (4.30, 6.38, -5.21)  -0.54
C (5.40, 7.12, -5.64)  -0.44
C (6.62, 7.00, -4.99)  -0.45
C (6.75, 6.13, -3.91)  -0.54
C (5.66, 5.38, -3.48)  0.15
C (5.82, 4.43, -2.36)  0.53
O (6.89, 4.32, -1.79)  -0.68
H (1.63, 1.50, -0.78)  0.56
H (3.85, 1.16, 0.27)  0.54
H (5.78, 2.52, -0.45)  0.42
H (1.35, 3.16, -2.59)  0.45
H (3.35, 6.48, -5.72)  0.45
H (5.30, 7.79, -6.49)  0.39
H (7.48, 7.58, -5.32)  0.38
H (7.71, 6.04, -3.41)  0.45

Values from the calculation:
2S+1	1
HOMO energy	-4.8	eV
energy	-145227.09479	eV
charge	-1

[5]
Formula: C46H34AsBrIrN7
Source: the OMol25 dataset
Level of theory: ωB97M-V with the def2-TZVPD basis set

Last column: Mulliken charge in e.
Atoms and positions in Å:
Ir (-1.10, 0.29, 0.38)  0.52
N (-1.13, -3.60, -1.41)  0.24
C (-0.94, -2.31, -1.22)  -0.60
N (-1.36, -1.66, -0.16)  0.75
C (-2.09, -2.35, 0.83)  0.49
N (-2.62, -1.73, 1.84)  -1.37
N (-2.31, -0.40, 1.83)  0.81
C (-2.74, 0.42, 2.70)  -0.45
C (-2.20, 1.78, 2.59)  1.02
C (-2.53, 2.79, 3.47)  -0.92
C (-1.88, 4.01, 3.37)  -0.61
C (-0.91, 4.17, 2.40)  -1.15
C (-0.63, 3.12, 1.54)  0.11
N (-1.27, 1.96, 1.60)  0.75
C (-2.29, -3.78, 0.67)  0.39
C (-2.98, -4.55, 1.61)  -0.56
C (-3.17, -5.89, 1.40)  -0.86
C (-2.68, -6.50, 0.24)  -0.46
C (-2.00, -5.76, -0.71)  -0.93
C (-1.81, -4.40, -0.48)  0.13
H (-0.77, -4.03, -2.26)  0.36
H (-0.39, -1.78, -1.98)  0.53
H (-3.42, 0.12, 3.49)  0.52
H (-3.27, 2.60, 4.24)  0.57
H (-2.13, 4.82, 4.04)  0.48
H (-0.36, 5.10, 2.31)  0.57
H (0.13, 3.20, 0.78)  0.48
H (-3.35, -4.06, 2.51)  0.51
H (-3.70, -6.49, 2.13)  0.46
H (-2.84, -7.55, 0.07)  0.42
H (-1.62, -6.22, -1.61)  0.46
N (6.80, -2.03, 6.04)  -0.44
C (5.88, -1.76, 5.40)  -0.12
C (4.73, -1.43, 4.60)  0.56
C (4.02, -0.27, 4.87)  -0.78
C (2.91, 0.05, 4.10)  -0.58
C (2.51, -0.79, 3.05)  0.16
C (3.24, -1.95, 2.80)  -0.20
C (4.35, -2.28, 3.56)  -0.90
C (1.38, -0.45, 2.24)  0.49
C (0.46, -0.17, 1.52)  -0.65
H (4.33, 0.38, 5.68)  0.48
H (2.35, 0.95, 4.30)  0.53
H (2.94, -2.60, 1.99)  0.41
H (4.91, -3.18, 3.37)  0.47
Br (-1.94, 3.36, -1.43)  0.15
C (-3.26, 2.03, -1.30)  0.38
C (-4.49, 2.35, -1.86)  -0.87
C (-5.50, 1.41, -1.83)  -0.55
C (-5.23, 0.18, -1.25)  -0.88
C (-3.98, -0.05, -0.72)  -0.07
N (-2.98, 0.86, -0.73)  0.25
H (-4.64, 3.32, -2.31)  0.49
H (-6.47, 1.63, -2.26)  0.46
H (-5.98, -0.60, -1.20)  0.53
H (-3.77, -1.00, -0.26)  0.31
C (-0.94, 1.37, -5.67)  -0.77
C (-1.65, 0.63, -4.74)  -1.08
C (-1.17, 0.51, -3.44)  -0.03
C (0.02, 1.13, -3.07)  1.07
C (0.73, 1.86, -4.01)  -0.88
C (0.25, 1.99, -5.31)  -0.86
As (0.65, 0.90, -1.25)  1.65
C (2.07, -0.40, -1.48)  0.46
C (2.14, -1.60, -0.77)  0.31
C (3.16, -2.50, -1.04)  -1.43
C (4.12, -2.21, -2.00)  -0.76
C (4.07, -1.00, -2.68)  -0.89
C (3.05, -0.10, -2.43)  -0.75
C (1.64, 2.50, -0.81)  -0.01
C (2.62, 2.37, 0.17)  -0.43
C (3.32, 3.49, 0.60)  -0.80
C (3.04, 4.74, 0.05)  -0.73
C (2.06, 4.86, -0.93)  -1.18
C (1.36, 3.74, -1.36)  -0.12
H (-1.32, 1.48, -6.68)  0.43
H (-2.58, 0.15, -5.02)  0.50
H (-1.74, -0.06, -2.71)  0.26
H (1.66, 2.35, -3.75)  0.34
H (0.80, 2.56, -6.03)  0.45
H (1.44, -1.80, 0.03)  0.89
H (3.22, -3.43, -0.48)  0.50
H (4.92, -2.91, -2.20)  0.43
H (4.82, -0.77, -3.42)  0.46
H (3.02, 0.84, -2.97)  0.26
H (2.84, 1.40, 0.60)  0.32
H (4.09, 3.39, 1.35)  0.52
H (3.59, 5.61, 0.38)  0.44
H (1.86, 5.83, -1.37)  0.47
H (0.61, 3.85, -2.14)  0.63

Values from the calculation:
2S+1	1
HOMO energy	-12.6	eV
energy	-192392.14175	eV
charge	+2